[1]
This record from the OMol25 dataset describes 27 unconnected molecules or ions with the total composition C9H70NO27. The level of theory is wB97M-V/def2-TZVPD.

Results
DFT total energy, eV: -67241.105
HOMO (spin up / spin down), eV: -10.125 / -10.427
⟨S²⟩: 0.755
Multiplicity: 2
M, g/mol: 624.639
Relative energy (zero: lowest compared OMol25 entry of this formula, charge and spin), kcal per mole: 0.0
Net charge: 0

Each line ends with the Löwdin charge.
Geometry (Å):
C -0.42966 2.91414 1.02248  0.0059
C -0.53669 1.41279 0.56358  -0.3984
C -0.53185 1.41414 -0.99425  -0.1039
C -0.26997 0.10672 -1.71653  -0.1862
C 0.98488 -0.54081 -1.24020  -0.1309
C 0.95969 -0.74941 0.30343  -0.4211
N 0.61492 0.53166 1.03520  -0.0081
O 1.08729 0.60248 2.36966  -0.0529
C 2.37731 -1.17223 0.68094  -0.0145
C -0.08589 -1.91616 0.59267  0.0058
C -1.95438 1.03208 1.01247  -0.0113
H 0.58481 3.21094 0.75629  0.0685
H -0.49806 2.91797 2.11032  0.0724
H -1.08690 3.69132 0.63244  0.0932
H 0.20322 2.14751 -1.32583  0.1250
H -1.54058 1.68234 -1.30828  0.0862
H -0.08549 0.37811 -2.75596  0.0867
H -1.15102 -0.53501 -1.72348  0.0882
H 1.86142 0.04534 -1.51625  0.1217
H 0.96040 -1.57383 -1.58715  0.1131
H 2.99007 -0.27847 0.79852  0.0738
H 2.80214 -1.96738 0.06828  0.0835
H 2.22016 -1.67342 1.63604  0.0668
H 0.10684 -2.87930 0.12010  0.0641
H -1.07850 -1.69970 0.19775  0.0662
H -0.25455 -2.08833 1.65569  0.0800
H -2.76546 1.70672 0.73841  0.0722
H -1.96547 0.92835 2.09746  0.0665
H -2.31100 0.10649 0.56057  0.0722
O 2.95158 2.31951 0.20220  -0.0363
H 2.83494 2.71349 1.06672  -0.0018
H 2.36794 1.56083 0.20348  0.0016
O -1.71384 -4.90468 0.86861  -0.0361
H -1.21450 -4.83471 0.05498  0.0045
H -2.51376 -5.36798 0.62018  0.0737
O 0.79058 -4.71754 2.59734  -0.0329
H -0.06835 -4.56713 2.20255  -0.0029
H 1.39906 -4.70934 1.85848  0.0340
O 5.28090 -1.04570 -1.65781  -0.0581
H 5.68456 -0.66543 -0.87763  0.0117
H 4.59484 -0.42385 -1.90039  -0.0133
O -3.64375 0.11770 4.13772  -0.0407
H -3.42136 -0.75345 4.46617  0.0450
H -3.48605 0.70142 4.87977  0.0340
O -2.48912 3.46608 -3.77841  -0.0211
H -3.13183 3.02986 -4.33776  0.0454
H -2.66106 3.12208 -2.90187  -0.0084
O 0.26395 2.19587 -4.73941  -0.0441
H 0.89397 2.91460 -4.68720  0.0468
H -0.51907 2.53089 -4.30252  -0.0074
O -3.61356 -0.03924 -2.11875  -0.0254
H -4.42180 -0.20709 -2.60333  0.0650
H -3.05695 -0.79367 -2.31174  0.0236
O -1.73004 -3.53148 -2.50171  -0.0447
H -1.35953 -2.80629 -3.00476  0.0219
H -0.96925 -4.02924 -2.20227  -0.0233
O 1.18548 -2.14249 4.47248  -0.0457
H 0.93526 -1.38506 3.94340  -0.0051
H 0.97118 -2.89843 3.92579  -0.0135
O 1.25583 3.68614 4.85870  -0.0644
H 0.39313 3.35627 4.60736  -0.0072
H 1.79069 3.58350 4.07154  -0.0486
O -3.48410 -3.10015 2.04579  -0.0408
H -2.82726 -3.60995 1.57155  -0.0086
H -3.80961 -3.69633 2.72021  0.0583
O -5.22557 -1.55308 0.59267  -0.0674
H -4.84770 -2.15440 1.23444  -0.0246
H -4.47936 -1.26067 0.06933  -0.0106
O -5.27364 3.03021 1.26340  -0.0280
H -5.50420 2.21047 1.70055  0.0538
H -5.99774 3.62239 1.46648  0.0551
O 3.36471 3.38318 -2.54229  -0.0431
H 2.73598 3.09768 -1.87941  0.0021
H 3.61827 4.26470 -2.26866  0.0524
O 3.08579 -4.36917 -1.63125  -0.0356
H 3.50726 -3.51114 -1.58259  0.0285
H 3.79663 -4.97401 -1.84369  0.0566
O 2.19583 -1.16103 -4.28257  -0.0208
H 1.36276 -1.01261 -4.73001  0.0556
H 2.16376 -2.07923 -4.01403  0.0489
O 3.99698 0.83964 -3.59382  -0.0463
H 3.37207 0.23226 -3.98979  -0.0161
H 3.45719 1.55758 -3.26304  -0.0160
O -0.90747 1.46334 4.49754  -0.0382
H -1.80598 1.39048 4.17565  -0.0056
H -0.38487 0.97216 3.86361  -0.0055
O 4.58740 -2.52863 3.27457  -0.0474
H 4.04419 -2.96387 2.61752  0.0079
H 4.58174 -3.12456 4.02362  0.0350
O 2.85536 3.15920 2.83801  -0.0199
H 3.68913 3.20720 3.30572  0.0931
H 2.56702 2.25384 2.95377  0.0432
O -3.66244 3.02455 -1.19076  -0.0580
H -4.16494 3.12174 -0.38189  0.0158
H -3.27812 2.14994 -1.13093  0.0003
O -3.05681 5.67616 -0.90455  -0.0519
H -3.28417 4.74712 -0.94238  -0.0376
H -3.02298 5.87706 0.03072  0.0257
O -1.89422 0.30868 -4.80466  -0.0405
H -2.68117 0.74286 -4.47538  0.0111
H -1.18012 0.68216 -4.28813  -0.0299
O 5.50405 1.00299 1.01370  -0.0433
H 4.87088 1.59960 0.61447  -0.0031
H 5.10133 0.74552 1.84302  0.0281
O 0.23634 -5.21900 -1.27205  -0.0370
H 0.11100 -6.16561 -1.20528  0.0754
H 1.17931 -5.10987 -1.39508  0.0176

***

[2]
This record from the OMol25 dataset describes 2 unconnected molecules or ions with the total composition C4H14N2O. The level of theory is wB97M-V/def2-TZVPD.

Results
DFT total energy, eV: -9402.141
HOMO, eV: -8.637
M, g/mol: 106.169
Relative energy (zero: lowest compared OMol25 entry of this formula, charge and spin), kcal per mole: 33.8
Structure (SMILES): CNCCCN.O
Net charge: 0

Each line ends with the Löwdin charge.
Geometry (Å):
C -0.86613 -0.23534 -0.91601  -0.3002
C 0.24199 -0.45222 0.11781  -0.1984
C 0.08825 0.46176 1.33847  -0.2745
C 0.43405 0.60240 3.73055  -0.1436
N 0.72648 -0.13256 2.50684  -0.1459
N -2.02834 -1.05343 -0.60245  -0.0021
H -1.18891 0.80112 -0.79008  0.1049
H -0.41237 -0.29202 -1.90994  0.1002
H 1.24882 -0.36331 -0.26512  0.1030
H 0.11505 -1.45234 0.52124  0.0958
H 0.57884 1.40086 1.14712  0.1100
H -0.98961 0.63069 1.50046  0.1116
H -0.65419 0.69204 3.86530  0.0740
H 0.93416 1.56490 3.68231  0.0749
H 0.79241 0.00134 4.56358  0.0723
H 0.36693 -1.07159 2.61169  0.0923
H -2.88076 -0.57109 -0.85682  0.0620
H -2.00451 -1.94069 -1.08626  0.0646
H 1.59467 -0.25021 -5.03238  0.0321
H 1.03956 0.84885 -5.90323  0.0326
O 1.45603 0.70486 -5.04492  -0.0657

***

[3]
This record from the OMol25 dataset describes 5 unconnected molecules or ions with the total composition C14H30IO5PS2Si. The level of theory is wB97M-V/def2-TZVPD.

Results
DFT total energy, eV: -72180.112
HOMO, eV: -8.599
M, g/mol: 528.487
Structure (SMILES): O=C(I)C[Si@H](S)[PH2]=S.CC(C)=O.CC(C)=O.CC(C)=O.CC(C)=O
Net charge: 0

Each line ends with the Löwdin charge.
Geometry (Å):
O 2.33249 3.11502 -0.95286  -0.0194
C 1.92298 2.12672 -1.46882  -0.9068
I 2.24769 0.23574 -0.45194  0.8270
C 1.24878 2.08951 -2.80646  -0.3629
Si -0.34297 3.11255 -2.90765  0.1362
S -0.28956 4.99385 -1.93395  0.4427
P -1.98753 1.80461 -2.13174  0.1620
S -1.49929 1.19776 -0.33246  0.0208
H 1.97150 2.40771 -3.54016  0.0686
H 1.00825 1.05690 -3.00576  0.0476
H -0.59274 3.37502 -4.34004  -0.0430
H -0.61532 4.64584 -0.68178  -0.1801
H -3.16207 2.58145 -2.13620  -0.0549
H -2.11943 0.75469 -3.06419  -0.0511
C -1.69040 -3.22676 3.33829  -0.0172
C -2.51642 -2.00923 3.00148  -0.4931
O -3.58151 -2.10688 2.43847  0.0562
C -1.94913 -0.67081 3.39784  -0.0198
H -2.20739 -4.12175 3.00037  0.0783
H -0.71983 -3.16633 2.84422  0.0846
H -1.53728 -3.28721 4.41654  0.0859
H -0.98883 -0.51313 2.90457  0.0791
H -1.80777 -0.62792 4.47870  0.0873
H -2.63474 0.11704 3.09614  0.0777
C 3.19421 -0.06376 3.08492  -0.0748
C 2.94772 0.06622 4.56792  -0.5064
O 2.01046 -0.47483 5.10377  0.0642
C 3.92701 0.90728 5.35159  -0.0253
H 2.42076 -0.68792 2.64639  0.0434
H 3.16706 0.91771 2.61287  0.0567
H 4.16820 -0.52262 2.90582  0.0878
H 3.93101 1.92904 4.96950  0.0848
H 4.93129 0.49048 5.26362  0.0837
H 3.63706 0.91983 6.39918  0.0795
C 4.99984 1.32146 -6.26258  -0.0209
C 4.75790 1.43862 -4.77761  -0.4966
O 3.82372 0.88905 -4.24377  0.0521
C 5.73627 2.27231 -3.98701  -0.0153
H 4.22909 0.69767 -6.70797  0.0814
H 4.97190 2.30934 -6.72462  0.0857
H 5.97530 0.86995 -6.44757  0.0863
H 5.73821 3.29854 -4.35754  0.0873
H 6.74096 1.85838 -4.08132  0.0870
H 5.44879 2.27268 -2.93819  0.0812
C -5.53878 -3.93040 0.66032  -0.0289
C -6.82638 -3.75280 -0.10130  -0.5076
O -7.03128 -4.30879 -1.15487  0.0601
C -7.85674 -2.83608 0.51562  -0.0267
H -4.88755 -4.60914 0.11412  0.0821
H -5.03652 -2.97329 0.77957  0.0617
H -5.74217 -4.34745 1.64725  0.0875
H -7.44275 -1.83335 0.62922  0.0841
H -8.15083 -3.21181 1.49648  0.0825
H -8.73322 -2.79074 -0.12642  0.0773